one | C3H8NS2 | wB97M-V/def2-TZVPD

Structure (XYZ):
```
14
Properties=species:S:1:pos:R:3:lowdin_charge:R:1
C 1.58468 -1.01317 0.05319 0.06
C 1.06293 0.17426 -0.19448 -0.62
C -1.26042 -0.21067 0.55643 -0.51
N -0.42041 0.31542 -0.58469 -0.06
S 1.65195 1.87591 -0.12015 0.88
S -2.84926 -0.75274 -0.09699 0.84
H 2.51741 -1.28104 0.49058 0.09
H 0.85377 -1.78321 -0.11235 0.08
H -1.08430 0.45985 1.38669 0.11
H -0.68024 -1.14761 0.80508 0.08
H -0.37719 1.28559 -0.98979 0.13
H -0.68911 -0.20346 -1.42440 0.15
H 2.89724 1.76484 0.23279 -0.12
H -3.20706 0.51604 -0.00192 -0.12
```

## Properties
- gap between HOMO and LUMO (Ha) = 0.3764
- charge = +1
- HOMO (eV) = -13.72

two | C3H8NS2 | wB97M-V/def2-TZVPD

Structure (XYZ):
```
14
Properties=species:S:1:pos:R:3:lowdin_charge:R:1
C -0.18640 0.76327 -0.11965 -1.11
C -0.75753 0.47138 -1.43233 -0.11
C 0.28304 -1.45265 0.86753 0.05
N 0.87984 -0.09704 0.35867 -0.06
S -1.29483 1.44292 1.21821 0.61
S 0.21292 2.47077 0.37160 0.60
H -1.16321 1.42331 -1.88737 0.12
H -1.57038 -0.42862 -1.36669 0.15
H 0.07878 0.10879 -2.04513 0.09
H -0.24219 -2.01035 0.11613 0.09
H 0.99660 -2.07884 1.46311 0.12
H -0.29950 -0.93933 1.69740 0.09
H 1.68431 -0.06235 -0.36319 0.22
H 1.37855 0.38875 1.12169 0.14
```

## Properties
- gap between HOMO and LUMO (Ha) = 0.3182
- charge = +1
- HOMO (eV) = -12.84

Decreasing stability: two, one

one | C7H19NO | wB97M-V/def2-TZVPD

Structure (XYZ):
```
28
Properties=species:S:1:pos:R:3:lowdin_charge:R:1
C 1.92726 -0.59369 1.11294 -0.27
N 0.82312 -0.48827 0.13677 -0.06
C 0.05750 0.76408 0.20491 -0.38
C -1.37443 0.53230 -0.32886 -0.40
C -2.29277 1.69777 0.03409 -0.07
C -1.40864 0.25634 -1.82814 -0.07
C 0.78666 1.91610 -0.50146 -0.04
C 2.19424 -2.05060 1.45925 -0.09
H 1.66326 -0.01622 1.99911 0.11
H 2.83372 -0.11710 0.72318 0.11
H 1.19234 -0.59358 -0.79661 0.11
H -0.06093 1.02671 1.25855 0.13
H -1.75109 -0.33995 0.20572 0.12
H -2.01410 2.61322 -0.49153 0.07
H -3.31602 1.49527 -0.27157 0.08
H -2.27688 1.88345 1.10756 0.08
H -1.11761 1.11960 -2.42912 0.08
H -0.72005 -0.54650 -2.10338 0.07
H -2.41088 -0.03828 -2.14027 0.08
H 0.19028 2.82601 -0.43880 0.07
H 1.75002 2.10741 -0.02887 0.07
H 0.95709 1.69024 -1.55430 0.08
H 2.41634 -2.63739 0.56871 0.08
H 3.05327 -2.13907 2.12692 0.07
H 1.31966 -2.46071 1.96086 0.07
H -1.26528 -2.86865 -0.57834 0.02
H -0.29056 -2.12996 0.30255 -0.03
O -0.86552 -2.90854 0.29012 -0.08
```

## Properties
- gap between HOMO and LUMO (Ha) = 0.3707
- HOMO (eV) = -9.16

two | C7H19NO | wB97M-V/def2-TZVPD

Structure (XYZ):
```
28
Properties=species:S:1:pos:R:3:lowdin_charge:R:1
C -0.32075 1.02820 1.12082 -0.62
C -1.06673 2.03755 0.25366 -0.02
C 0.10125 1.61360 2.45525 -0.03
C 2.26388 0.03047 0.88395 -0.09
N 1.26231 0.81397 0.15498 -0.01
O -0.76708 -0.18159 1.12731 -0.13
H -0.46737 -0.77840 -0.18018 0.10
H 1.65564 1.67255 -0.21712 0.13
H -0.49755 2.95724 0.11967 0.08
H -0.79525 1.88509 3.01250 0.09
H -2.01405 2.26677 0.74114 0.09
H -1.31234 1.60453 -0.71377 0.07
H 0.70847 2.50744 2.31541 0.08
H 0.64445 0.87732 3.04263 0.08
H 2.75558 0.64227 1.63850 0.08
H 1.73236 -0.78787 1.36791 0.09
H 3.00723 -0.39205 0.20238 0.08
C -0.20212 -1.46789 -1.25337 -0.37
C -0.92372 -0.78502 -2.41813 -0.15
C -0.88602 -2.79431 -0.90179 -0.14
H 0.80037 -1.72743 -1.62165 0.10
H 0.82599 0.15659 -0.59871 0.10
H -1.90663 -0.42983 -2.09937 0.07
H -0.32155 -3.31896 -0.12808 0.06
H -1.87221 -2.58722 -0.47611 0.07
H -0.35630 0.07217 -2.78910 0.06
H -1.05817 -1.45432 -3.27379 0.06
H -0.98968 -3.46089 -1.76492 0.06
```

## Properties
- gap between HOMO and LUMO (Ha) = 0.3231
- HOMO (eV) = -8.09

Decreasing stability: one, two

one | C2H2FNO | wB97M-V/def2-TZVPD

Structure (XYZ):
```
7
Properties=species:S:1:pos:R:3:lowdin_charge:R:1
C 1.37748 -0.78322 -0.48934 -0.02
C -1.38621 0.43932 1.05802 0.11
N 0.78939 -0.72827 0.48212 0.05
O -1.39070 1.36339 0.39447 0.13
F -0.64683 1.18085 -1.27185 -0.43
H 2.20177 -0.95261 -1.27006 0.12
H -0.94489 -0.51945 1.09664 0.04
```

## Properties
- gap between HOMO and LUMO (alpha / beta) (Ha) = 0.3451 / 0.3015
- HOMO (alpha / beta) (eV) = -10.05 / -8.98

two | C2H2FNO | wB97M-V/def2-TZVPD

Structure (XYZ):
```
7
Properties=species:S:1:pos:R:3:lowdin_charge:R:1
C -0.91804 -0.77180 -0.03962 -0.22
C 0.25165 0.06774 0.05590 -0.45
N -1.81243 -1.44510 -0.27166 0.16
O 0.09548 1.34798 0.24421 0.15
F 1.33800 -0.37050 0.79143 0.05
H 0.42505 -0.52199 -1.64968 0.23
H 0.62028 1.69367 0.86941 0.07
```

## Properties
- gap between HOMO and LUMO (Ha) = 0.3533
- HOMO (eV) = -10.02

Decreasing stability: two, one

one | C2H6N5S | wB97M-V/def2-TZVPD

Structure (XYZ):
```
14
Properties=species:S:1:pos:R:3:lowdin_charge:R:1
C -2.54878 0.58119 0.28160 -0.88
C 1.32331 0.09262 0.25467 -0.56
N 2.43520 0.70334 0.03273 0.20
N -2.23787 -0.47725 0.76328 0.11
N 1.28423 -0.88756 1.13772 0.16
N 0.07136 0.52703 -0.32437 0.15
N -0.09123 0.03811 -1.44383 0.22
S -2.67044 1.96993 -0.44693 0.75
H 2.52120 1.35465 -0.72080 0.06
H 0.41034 -1.26425 1.56281 0.13
H 2.20574 -1.19518 1.56399 0.17
H -0.59791 0.46012 -2.23548 0.17
H 0.50244 -0.66655 -1.81286 0.16
H -2.60760 -1.23622 1.38748 0.14
```

## Properties
- gap between HOMO and LUMO (Ha) = 0.2462
- charge = +1
- HOMO (eV) = -13.39

two | C2H6N5S | wB97M-V/def2-TZVPD

Structure (XYZ):
```
14
Properties=species:S:1:pos:R:3:lowdin_charge:R:1
C 0.74604 0.10563 -0.35217 -0.74
C -0.72433 0.41396 -0.48819 -0.42
N -1.55322 0.03195 0.52096 0.09
N -1.21302 -0.79358 1.43636 -0.01
N -0.44761 -1.81969 1.29149 0.11
N -1.11798 1.27970 -1.36049 0.22
N 1.76110 0.85172 0.23923 0.15
S 0.99187 -1.24802 -1.25982 0.85
H -0.55623 -2.48425 2.09728 0.17
H -2.12008 1.35615 -1.42383 0.15
H -0.39543 1.87270 -1.85713 0.19
H 2.71158 0.69785 -0.12165 0.13
H 0.29300 -1.98944 0.59607 0.01
H 1.62431 1.72531 0.68189 0.11
```

## Properties
- gap between HOMO and LUMO (Ha) = 0.3147
- charge = +1
- HOMO (eV) = -13.68

Decreasing stability: two, one

one | H3NOPS | wB97M-V/def2-TZVPD

Structure (XYZ):
```
7
Properties=species:S:1:pos:R:3:lowdin_charge:R:1
N 3.09462 -0.35059 0.57361 0.02
O 4.08180 -0.52038 -0.14769 -0.12
P -1.47180 -0.10028 0.43289 -0.06
S -0.47559 -1.80827 0.28625 -0.39
H 2.33251 -1.05037 0.39888 -0.02
H -2.64447 -0.49378 -0.40385 -0.19
H -0.81522 0.87964 -0.28103 -0.25
```

## Properties
- gap between HOMO and LUMO (Ha) = 0.1934
- charge = -1
- HOMO (eV) = -2.37

two | H3NOPS | wB97M-V/def2-TZVPD

Structure (XYZ):
```
7
Properties=species:S:1:pos:R:3:lowdin_charge:R:1
N 2.09891 -1.63348 -0.74134 -0.40
O 3.03566 -1.90051 0.06272 -0.34
P -0.53478 0.17440 0.72817 0.13
S 0.18970 -1.67804 0.26991 0.05
H 2.08440 -0.70423 -0.89729 -0.07
H -0.32868 -0.01389 2.22842 -0.17
H -1.98285 -0.08792 0.68848 -0.20
```

## Properties
- gap between HOMO and LUMO (alpha / beta) (Ha) = 0.2587 / 0.2588
- charge = -1
- HOMO (alpha / beta) (eV) = -2.71 / -2.71

Decreasing stability: one, two

one | C3H4OSi | wB97M-V/def2-TZVPD

Structure (XYZ):
```
9
Properties=species:S:1:pos:R:3:lowdin_charge:R:1
C -1.53889 -0.78638 -1.31517 0.07
C -1.03471 -0.21652 -0.35311 -0.28
C -0.09962 0.43829 0.63052 -0.33
O 2.25516 -0.51587 1.57117 -0.33
Si 1.70130 -0.14088 0.29395 0.60
H -2.22915 -0.99395 -2.09724 0.02
H -0.41774 0.38817 1.80161 0.11
H -0.56500 1.78190 0.57116 0.19
H 1.92865 0.04523 -1.10288 -0.03
```

## Properties
- gap between HOMO and LUMO (Ha) = 0.3576
- HOMO (eV) = -9.91

two | C3H4OSi | wB97M-V/def2-TZVPD

Structure (XYZ):
```
9
Properties=species:S:1:pos:R:3:lowdin_charge:R:1
C 1.01909 1.99903 -0.05699 0.16
C 1.15348 0.76304 -0.03739 -0.18
C 1.26659 -0.58709 -0.07825 -0.35
O 1.97564 -1.48023 0.24230 0.08
Si -1.49911 -0.90774 0.00138 0.70
H 1.19679 2.95706 0.20728 0.00
H -2.19765 -1.72128 1.11465 -0.12
H -1.69546 0.58253 -0.18899 -0.12
H -1.21936 -1.60534 -1.20400 -0.18
```

## Properties
- gap between HOMO and LUMO (alpha / beta) (Ha) = 0.2470 / 0.2478
- HOMO (alpha / beta) (eV) = -7.31 / -7.51

Decreasing stability: one, two